(1)
A 2-piece molecular cluster, C4H9N2O overall at a distorted geometry. Source: the OMol25 dataset; level of theory: the ωB97M-V functional and the def2-TZVPD basis.

```
16
Properties=species:S:1:pos:R:3:nbo_charge:R:1
C 1.405 -1.348 1.309 -0.6689
C 0.434 -0.306 0.893 0.1606
C -0.821 -0.014 1.283 -0.0834
N -1.250 1.036 0.454 -0.4698
C -0.315 1.287 -0.447 0.3179
N 0.738 0.536 -0.168 -0.4645
H 0.962 -2.335 1.447 0.2612
H 1.750 -1.170 2.332 0.2592
H 2.276 -1.434 0.668 0.2391
H -1.437 -0.397 2.076 0.2574
H -2.026 1.625 0.708 0.4545
H -0.430 2.069 -1.170 0.2668
H 1.557 0.340 -0.722 0.4534
H -1.634 -0.137 -2.567 0.4875
H -0.441 -0.032 -3.475 0.4965
O -0.766 0.281 -2.621 -0.9674
```

Properties
Charge: +1
HOMO-LUMO gap, hartree: 0.4052
HOMO energy, eV: -13.85
Energy above the lowest of the compared OMol25 structures with the same formula, charge and spin, kJ/mol: 38.18
LUMO energy, Ha: -0.10380

=====

(2)
A 2-piece molecular cluster, C5H7NO2 overall at a distorted geometry. Source: the OMol25 dataset; level of theory: the ωB97M-V functional and the def2-TZVPD basis.

```
15
Properties=species:S:1:pos:R:3:nbo_charge:R:1
C -0.858 -0.356 0.729 0.3710
C -0.944 0.421 -0.465 0.4498
N 1.012 1.414 1.494 -0.5308
C 0.306 -0.144 -1.180 -0.2822
C -0.574 -1.456 1.372 -0.5178
C 0.157 -0.640 -2.410 -0.3442
O -0.344 1.454 1.153 -0.4492
O -1.879 0.991 -1.003 -0.5531
H 1.056 1.541 2.503 0.3399
H 1.444 2.223 1.051 0.3501
H 1.248 -0.123 -0.645 0.2296
H -0.158 -2.331 0.885 0.2648
H -0.690 -1.476 2.453 0.2546
H -0.792 -0.582 -2.933 0.2147
H 1.015 -0.934 -3.005 0.2027
```

Properties
HOMO-LUMO gap (spin up / spin down), hartree: 0.2951 / 0.2952
HOMO energy (spin up / spin down), eV: -8.76 / -8.76
Energy above the lowest of the compared OMol25 structures with the same formula, charge and spin, kJ/mol: 678.51
LUMO energy (spin up / spin down), Ha: -0.02671 / -0.02670

=====

(3)
C42H48AsN8O2Zn as an isolated structure at a distorted geometry. Source: the OMol25 dataset; level of theory: the ωB97M-V functional and the def2-TZVPD basis.

```
102
Properties=species:S:1:pos:R:3:mulliken_charge:R:1
Zn 1.405 0.126 -0.062 2.8983
N 3.743 1.188 4.359 0.0925
C 3.443 1.433 2.903 1.5308
C 4.761 1.678 2.185 -1.6482
C 4.521 2.030 0.714 -0.0057
N 3.877 0.908 0.011 -0.4850
C 3.647 3.279 0.624 -1.4824
C 2.304 3.105 1.329 0.2034
N 1.419 2.222 0.533 -1.1423
C 2.505 2.629 2.778 -1.3555
H 4.407 0.410 4.461 0.4192
H 2.895 0.974 4.900 0.4011
H 4.185 2.022 4.776 0.4191
H 2.970 0.533 2.498 -1.5842
H 5.393 0.790 2.243 0.5259
H 5.290 2.514 2.643 0.4623
H 5.497 2.264 0.264 0.4417
H 4.444 0.073 0.137 0.2725
H 3.933 1.115 -0.983 0.1928
H 3.482 3.538 -0.423 0.5041
H 4.180 4.114 1.077 0.5202
H 1.828 4.094 1.391 0.3961
H 1.462 2.582 -0.421 0.4796
H 0.451 2.386 0.816 -0.4674
H 1.537 2.395 3.222 0.5125
H 2.925 3.475 3.325 0.5773
C 3.051 -3.669 3.875 -0.6182
C 3.581 -4.165 2.691 -0.7684
C 3.327 -3.532 1.492 -0.4995
C 2.524 -2.377 1.459 0.0179
C 1.996 -1.883 2.660 0.6086
C 2.258 -2.526 3.853 -1.3181
N 2.283 -1.684 0.291 1.5069
N 2.683 -2.242 -0.784 -0.6239
C 2.608 -1.563 -1.953 -0.1292
C 3.071 -2.211 -3.112 -0.6962
C 3.183 -1.485 -4.280 -0.6271
C 2.802 -0.142 -4.275 -0.8713
C 2.277 0.402 -3.115 -0.3073
N 2.179 -0.282 -1.977 0.8606
H 3.233 -4.185 4.805 0.4991
H 4.185 -5.060 2.704 0.4643
H 3.731 -3.910 0.567 0.5413
H 1.338 -1.028 2.626 0.1600
H 1.827 -2.156 4.771 0.5681
H 3.340 -3.254 -3.051 0.6236
H 3.570 -1.943 -5.178 0.4949
H 2.910 0.469 -5.156 0.5204
H 1.924 1.428 -3.092 0.3701
O -5.371 -1.302 0.133 -0.3922
C -5.340 -1.878 1.408 -0.6092
N -4.382 -2.965 1.490 -0.0596
C -3.031 -2.924 1.422 -0.5614
O -2.357 -3.906 1.198 -0.6108
C -2.329 -1.621 1.715 -0.0701
C -2.678 -0.807 2.785 -0.3223
C -1.908 0.319 3.034 -1.7988
C -0.826 0.584 2.224 -0.3166
N -0.442 -0.215 1.222 1.4609
C -1.178 -1.303 0.994 -0.9011
H -6.017 -1.735 -0.439 0.2980
H -6.316 -2.271 1.703 0.5121
H -5.071 -1.074 2.095 0.2692
H -4.747 -3.896 1.317 0.3362
H -3.495 -1.058 3.444 0.9244
H -2.148 0.972 3.857 0.5759
H -0.225 1.457 2.424 0.0464
H -0.824 -1.976 0.225 0.7614
C -4.292 2.231 -5.176 -0.5495
C -3.730 3.135 -4.286 -0.8291
C -2.742 2.726 -3.409 -0.2721
C -2.326 1.396 -3.402 0.6974
C -2.852 0.506 -4.333 -0.4059
C -3.850 0.917 -5.197 -0.9083
As -1.167 0.721 -1.954 0.5744
C -1.575 -1.192 -2.163 0.7582
C -2.734 -1.828 -1.743 0.2754
C -2.949 -3.162 -2.045 -0.4999
C -2.009 -3.882 -2.761 -1.0549
C -0.856 -3.254 -3.200 -0.8586
C -0.645 -1.918 -2.906 -0.4863
C -2.179 1.667 -0.543 1.2438
C -1.626 2.904 -0.207 -1.4974
C -2.245 3.757 0.691 -0.7490
C -3.451 3.385 1.263 -0.8300
C -4.033 2.183 0.899 -0.5504
C -3.406 1.330 0.002 -1.0156
H -5.057 2.555 -5.865 0.4110
H -4.068 4.159 -4.270 0.4394
H -2.317 3.447 -2.719 0.3796
H -2.495 -0.516 -4.372 0.4976
H -4.289 0.204 -5.878 0.4451
H -3.484 -1.285 -1.187 0.2904
H -3.863 -3.641 -1.724 0.4406
H -2.183 -4.923 -2.987 0.4082
H -0.132 -3.800 -3.785 0.5137
H 0.244 -1.421 -3.284 0.4178
H -0.727 3.233 -0.724 0.7874
H -1.808 4.717 0.923 0.5140
H -3.951 4.038 1.960 0.4573
H -4.998 1.907 1.292 0.5423
H -3.904 0.417 -0.283 0.4153
```

Properties
Charge: +3
HOMO-LUMO gap, hartree: 0.1876
HOMO energy, eV: -14.57
Energy above the lowest of the compared OMol25 structures with the same formula, charge and spin, kJ/mol: 5.49
LUMO energy, Ha: -0.34768

=====

(4)
An isolated molecule of C4H5FO at a distorted geometry. Source: the OMol25 dataset; level of theory: the ωB97M-V functional and the def2-TZVPD basis.

```
11
Properties=species:S:1:pos:R:3:nbo_charge:R:1
C -1.859 0.822 -0.009 -0.4095
C -0.862 -0.059 -0.044 0.2586
F -1.108 -1.377 -0.146 -0.3278
C 0.579 0.406 -0.111 0.5330
C 1.606 -0.728 0.015 -0.7185
O 0.790 1.575 -0.141 -0.5120
H -2.929 0.507 0.065 0.2175
H -1.672 1.913 0.135 0.2404
H 1.484 -1.059 1.082 0.2423
H 2.604 -0.409 -0.244 0.2367
H 1.368 -1.590 -0.602 0.2391
```

Properties
HOMO-LUMO gap, hartree: 0.3851
HOMO energy, eV: -10.13
Energy above the lowest of the compared OMol25 structures with the same formula, charge and spin, kJ/mol: 4.65
LUMO energy, Ha: 0.01273

=====

(5)
C6H14NS as an isolated structure at a distorted geometry. Source: the OMol25 dataset; level of theory: the ωB97M-V functional and the def2-TZVPD basis.

```
22
Properties=species:S:1:pos:R:3:nbo_charge:R:1
C 0.185 0.572 0.151 -0.0788
C -2.311 0.531 1.289 -0.6572
C -2.159 -0.320 -1.125 -0.6068
C 1.784 -1.198 0.546 -0.6270
C -1.487 -0.210 0.295 -0.1324
C 1.362 -0.167 -0.524 -0.1620
N 2.556 0.795 -0.583 -0.7564
S 0.432 2.013 0.785 0.2259
H -1.986 0.491 2.321 0.2365
H -2.213 1.567 0.930 0.2226
H -3.389 0.359 1.085 0.2547
H -2.492 0.464 -1.643 0.2228
H -2.800 -1.122 -1.191 0.2369
H -1.318 -0.674 -1.813 0.1932
H 1.465 -0.708 1.463 0.2405
H 1.311 -2.187 0.320 0.2575
H 2.815 -1.493 0.391 0.2331
H -1.162 -1.238 0.531 0.2152
H 1.201 -0.599 -1.510 0.2534
H 2.861 1.039 -1.517 0.4302
H 3.383 0.371 -0.141 0.4346
H 1.960 1.714 -0.060 0.3635
```

Properties
Charge: +1
HOMO-LUMO gap, hartree: 0.3399
HOMO energy, eV: -13.69
Energy above the lowest of the compared OMol25 structures with the same formula, charge and spin, kJ/mol: 254.13
LUMO energy, Ha: -0.16316

=====

(6)
A 2-piece molecular cluster, C2H7B2F2O2 overall at a distorted geometry. Source: the OMol25 dataset; level of theory: the ωB97M-V functional and the def2-TZVPD basis.

```
15
Properties=species:S:1:pos:R:3:nbo_charge:R:1
O 2.490 -0.393 0.928 -0.9123
B 1.383 -0.796 0.178 0.8590
O 0.983 -2.160 0.047 -0.9110
B 0.423 0.396 -0.546 0.2730
C -0.813 0.930 0.398 -0.7756
C -2.009 -0.009 0.089 0.0590
F -3.172 0.548 0.647 -0.3942
H 2.692 0.515 0.717 0.5173
H 0.273 -2.151 -0.583 0.4704
H 0.597 0.800 -1.649 -0.0376
H -1.049 1.992 0.214 0.2168
H -0.556 0.755 1.464 0.2069
H -2.192 -0.027 -1.001 0.1532
H -1.829 -1.026 0.476 0.1632
F 2.778 0.626 -1.380 -0.8880
```

Properties
Charge: -1
HOMO-LUMO gap, hartree: 0.2889
HOMO energy, eV: -4.40
LUMO energy, Ha: 0.12700